*P*
This record from the Open Molecules 2025 dataset describes an isolated ion of composition C4H5N2O2 and charge -1. The level of theory is the ωB97M-V functional and the def2-TZVPD basis.

Computed properties:
Structure (SMILES) = [O-][C@@H]1C=CC=NN1O
Highest occupied orbital energy = -3.2 eV
Net charge = -1
Kohn-Sham gap = 7.34 eV

Last column: Mulliken charge in e.
Atoms and positions in Å:
O1 -1.650 0.815 1.375  -0.8768
C1 -0.465 0.736 0.767  0.3869
C2 -0.324 0.909 -0.810  -0.5528
C3 0.583 0.261 -1.534  -0.1377
C4 1.201 -0.886 -1.080  -0.5112
N1 0.880 -1.336 0.105  -0.6793
N2 0.225 -0.624 0.925  0.3753
O2 -0.624 -1.441 2.081  -0.5912
H1 0.196 1.452 1.369  0.1323
H2 -1.079 1.650 -1.151  0.2878
H3 0.687 0.669 -2.543  0.2713
H4 1.772 -1.549 -1.567  0.5066
H5 -1.403 -0.656 2.062  0.3887

*Q*
This record from the Open Molecules 2025 dataset describes an isolated ion of composition C4H5N2O2 and charge -1. The level of theory is the ωB97M-V functional and the def2-TZVPD basis.

Computed properties:
Highest occupied orbital energy = -4.0 eV
Net charge = -1
Kohn-Sham gap = 7.71 eV

Last column: Mulliken charge in e.
Atoms and positions in Å:
C1 -1.710 1.164 0.264  -0.1917
C2 -0.438 0.887 1.149  -0.5739
C3 -3.410 0.586 -0.024  0.5061
C4 0.968 -0.894 0.181  -0.8873
N1 -1.090 0.191 -0.693  -0.3823
N2 0.026 0.151 0.157  0.4747
O1 -4.213 1.473 -0.030  -0.6365
O2 -3.547 -0.587 -0.266  -0.6002
H1 -1.952 2.191 -0.015  0.1708
H2 0.389 -1.756 -0.085  0.3575
H3 1.832 -0.839 -0.417  0.2770
H4 1.291 -1.093 1.219  0.3132
H5 -0.930 0.627 -1.583  0.1727

Most stable structure: *Q*

*P*
This record from the Open Molecules 2025 dataset describes H4N2 in the gas phase. The level of theory is the ωB97M-V functional and the def2-TZVPD basis.

Computed properties:
Structure (SMILES) = NN
Highest occupied orbital energy = -9.3 eV
Kohn-Sham gap = 10.61 eV

Last column: Mulliken charge in e.
Atoms and positions in Å:
N1 -0.668 -0.338 -0.362  -0.4526
N2 0.174 0.479 0.677  -0.4599
H1 -0.900 0.298 -1.111  0.2313
H2 -0.107 -1.115 -0.701  0.2228
H3 0.537 -0.184 1.348  0.2319
H4 0.964 0.860 0.150  0.2265

*Q*
This record from the Open Molecules 2025 dataset describes H4N2 in the gas phase. The level of theory is the ωB97M-V functional and the def2-TZVPD basis.

Computed properties:
Structure (SMILES) = NN
Highest occupied orbital energy = -8.9 eV
Kohn-Sham gap = 10.19 eV

Last column: Mulliken charge in e.
Atoms and positions in Å:
N1 0.712 -0.351 -0.046  -0.4178
N2 -0.699 -0.333 0.049  -0.4509
H1 1.041 0.491 -0.588  0.2115
H2 0.985 -0.462 0.896  0.2293
H3 -1.052 -0.474 -0.882  0.2248
H4 -1.152 0.500 0.500  0.2031

*R*
This record from the Open Molecules 2025 dataset describes H4N2 in the gas phase. The level of theory is the ωB97M-V functional and the def2-TZVPD basis.

Computed properties:
Structure (SMILES) = NN
Highest occupied orbital energy = -9.5 eV
Kohn-Sham gap = 10.51 eV

Last column: Mulliken charge in e.
Atoms and positions in Å:
N1 0.595 0.586 -0.046  -0.4465
N2 -0.431 -0.427 0.423  -0.5416
H1 1.589 0.054 0.375  0.2669
H2 0.409 0.171 -1.006  0.2118
H3 -0.898 -0.745 -0.555  0.2385
H4 -1.263 0.361 0.809  0.2709

Most stable structure: *Q*